1.
C29H30F5O5PbS | ωB97M-V with the def2-TZVPD basis set

- Total charge: -1
- LUMO (spin up / spin down): 2.18 / -0.41 eV
- 2S+1: 1
- HOMO level (spin up / spin down): -4.06 / -3.67 eV
- E: -2589.44746 a.u.

Geometry (Å):
C1 0.42742 -0.64929 -4.45873
C2 0.21118 -1.23413 -3.05306
C3 0.06287 0.83844 -4.41915
C4 -0.79114 1.10024 -3.11399
H1 -0.53813 1.06707 -5.30762
H2 0.96988 1.46368 -4.45394
C5 -0.96291 -0.47468 -2.49260
H3 1.12082 -1.06307 -2.45827
H4 0.03588 -2.32025 -3.13762
C6 -1.42389 -1.02382 -1.09981
H5 -1.81797 -0.76257 -3.14210
H6 -1.82340 1.34119 -3.43270
C7 -0.30647 2.34188 -2.47356
C8 1.82943 -0.93416 -4.96177
C9 -0.38985 -1.36679 -5.53881
O1 -1.02822 -0.81467 -6.42341
O2 2.77313 -1.22381 -4.24301
O3 1.90650 -0.90794 -6.30472
O4 -0.29288 -2.70422 -5.46996
C10 -0.86901 -3.32102 -6.62288
H7 -0.70444 -4.38738 -6.48970
H8 -0.35934 -2.94931 -7.51665
H9 -1.93443 -3.08373 -6.69161
C11 3.21215 -1.23606 -6.77418
H10 3.96821 -0.58691 -6.31902
H11 3.16984 -1.09333 -7.85113
H12 3.45105 -2.27833 -6.53339
O5 -0.53141 -1.42815 -0.05492
H13 -1.93178 -1.98003 -1.30465
H14 -2.18772 -0.31794 -0.71750
C12 -1.26061 3.27202 -1.81977
C13 1.13147 2.40182 -2.10902
H15 1.73671 3.02538 -2.78351
H16 1.57841 1.39134 -2.14697
H17 1.28372 2.80937 -1.09171
H18 -0.85841 3.63567 -0.86085
H19 -2.22565 2.77776 -1.62882
H20 -1.48935 4.17292 -2.40422
Pb1 -0.33130 0.10021 1.33908
C14 -2.27664 -0.54469 3.95082
C15 -3.00782 -0.55645 2.72893
C16 -2.63574 -1.73898 2.01252
H21 -3.75765 0.17830 2.41490
C17 -1.65078 -2.42759 2.77897
C18 -1.45697 -1.70586 3.98487
H22 -0.82220 -2.01863 4.81909
H23 -2.36713 0.19993 4.74562
H24 -3.06751 -2.08944 1.07215
H25 -1.16428 -3.36763 2.50143
C19 2.59478 0.31638 2.89563
C20 2.27067 -0.63527 3.89881
C21 1.83084 -1.83415 3.26160
H26 2.37230 -0.48607 4.96852
C22 1.87862 -1.63367 1.85129
C23 2.37755 -0.29383 1.61459
H27 2.59755 0.14698 0.64135
H28 2.95328 1.32886 3.07653
H29 1.53908 -2.75246 3.76271
H30 1.60977 -2.36403 1.09044
F1 -0.79575 2.17830 10.09271
C24 -0.60614 2.28229 8.76507
C25 -0.70574 3.52575 8.13779
F2 -1.01639 4.62120 8.86445
C26 -0.48619 3.62489 6.76969
F3 -0.64323 4.81470 6.16086
C27 -0.11988 2.50941 5.96229
S1 0.21443 2.65166 4.33288
C28 -0.07639 1.26648 6.65346
F4 0.18052 0.14115 5.94024
C29 -0.31149 1.14164 8.01519
F5 -0.26181 -0.07654 8.60082



2.
H41O21 | ωB97M-V with the def2-TZVPD basis set

- Total charge: -1
- Energy above the lowest of the compared OMol25 structures with the same formula, charge and spin: 3.007 eV
- LUMO: 2.26 eV
- 2S+1: 1
- HOMO level: -7.22 eV
- E: -1604.67261 a.u.

Geometry (Å):
O1 -3.77685 -2.40961 -1.64158
H1 -2.80773 -2.51906 -1.65172
H2 -4.26437 -3.21257 -1.43913
O2 -0.34118 -4.50237 -1.69175
H3 -1.63270 -1.69058 -3.63485
H4 0.38132 -4.84023 -2.20526
O3 -0.42459 1.32783 2.51916
H5 2.23338 0.42805 4.33339
H6 0.47068 0.86308 2.37332
O4 2.50222 1.24862 3.92894
H7 -1.80394 -1.20008 -0.10291
H8 -0.01405 -1.57328 -1.00310
O5 3.88082 -0.33945 -0.13374
H9 4.49013 -1.08993 -0.29572
H10 3.11814 -0.79488 -0.61249
O6 3.52366 0.48795 -3.61484
H11 4.05979 1.66162 2.59388
H12 2.87584 0.30652 -4.29074
O7 3.90846 2.01255 1.71390
H13 -0.86354 0.47134 2.60842
H14 -0.39972 -4.88754 -0.82461
O8 1.31034 -3.15163 1.44362
H15 1.80025 1.92700 3.92153
H16 3.25526 1.31344 -3.18995
O9 -1.50998 -3.43827 1.63515
H17 1.13987 -2.10021 1.65460
H18 -1.77908 -2.51355 1.38660
O10 0.47681 0.62931 -4.91432
H19 4.27166 1.16678 1.30232
H20 -0.29352 0.02130 -4.86509
O11 0.03856 3.85495 3.59238
H21 -4.06529 1.13051 1.13566
H22 0.88631 3.44281 3.29675
O12 2.06049 2.63498 -0.57003
H23 2.16660 1.82624 -1.05463
H24 1.20519 2.73234 -0.16406
O13 -2.17863 -0.88864 0.72774
H25 -3.10455 -0.74797 0.49229
H26 -0.51888 -3.38067 1.78747
O14 -2.65423 3.06672 2.58323
H27 -2.89739 3.27886 3.49800
H28 -1.83011 3.30926 2.14847
O15 -1.14926 1.55260 -2.69537
H29 -1.19501 1.89528 -1.75936
H30 -1.37995 0.57547 -2.65771
O16 -4.15533 1.81121 0.46481
H31 -3.78197 2.52598 1.00741
O17 -0.83467 -1.69968 -1.56624
H32 0.39361 0.83107 -3.97008
H33 -0.71110 -2.46400 -2.23613
O18 1.09407 -0.63815 1.97544
H34 1.18971 -1.08687 0.56334
H35 1.96907 -0.27630 2.12765
O19 1.38751 -1.11533 -0.50582
H36 -1.82442 2.39163 0.08744
H37 1.17735 -0.22245 -0.78918
O20 -0.85381 2.40622 0.19779
H38 2.00845 -3.24472 0.78909
H39 -0.73592 1.74310 0.88926
O21 -2.20872 -1.33523 -4.33812
H40 -2.64180 -0.58296 -3.87104
H41 -0.64322 3.07161 3.51057



3.
C36H50BrGdIN4O4S | ωB97M-V with the def2-TZVPD basis set

- Total charge: +1
- Energy above the lowest of the compared OMol25 structures with the same formula, charge and spin: 0.000 eV
- LUMO (spin up / spin down): -1.65 / -3.49 eV
- 2S+1: 8
- HOMO level (spin up / spin down): -9.88 / -9.87 eV
- E: -5957.20033 a.u.

Geometry (Å):
Gd1 -0.11833 -0.40238 0.10543
C1 -0.98930 1.16770 -3.19566
O1 -1.07815 1.25430 -1.78062
C2 -1.07305 2.58388 -1.28042
C3 0.35382 3.00610 -0.95628
O2 1.01010 1.93916 -0.26044
C4 2.38979 1.80271 -0.59672
C5 2.55346 1.16740 -1.96371
O3 1.72770 0.01852 -1.99721
C6 1.98528 -0.79853 -3.13194
H1 -1.87438 1.61237 -3.65710
H2 -0.09218 1.67018 -3.57223
H3 -0.93348 0.11340 -3.45658
H4 -1.50159 3.27475 -2.01184
H5 -1.71000 2.59117 -0.39786
H6 0.89748 3.22927 -1.87674
H7 0.35966 3.90323 -0.33090
H8 2.89695 2.77000 -0.54448
H9 2.81949 1.16382 0.17544
H10 2.27854 1.84935 -2.77843
H11 3.60381 0.89086 -2.10842
H12 3.04788 -1.04808 -3.18852
H13 1.41343 -1.71493 -3.01543
H14 1.68277 -0.28694 -4.05074
I1 -1.32588 -2.58238 -1.87482
C7 0.27403 -3.89447 -1.65532
C8 0.19742 -5.10034 -2.29610
C9 1.24007 -6.03696 -2.17594
C10 2.33631 -5.72938 -1.43046
C11 2.44061 -4.48053 -0.77027
C12 3.61422 -4.17045 -0.04458
C13 3.75563 -2.95694 0.55394
C14 2.70356 -2.01160 0.48014
C15 1.52675 -2.27495 -0.17317
C16 1.38574 -3.52352 -0.85242
H15 -0.66796 -5.34210 -2.89811
H16 1.16408 -6.98742 -2.68549
H17 3.15611 -6.43047 -1.33726
H18 4.40100 -4.91279 0.00685
H19 4.66254 -2.70963 1.09083
H20 2.86774 -1.07130 0.98998
C17 -7.72495 2.88507 2.26436
C18 -6.28600 3.16740 2.69469
C19 -6.19301 2.98286 4.21534
C20 -5.95249 4.62223 2.33910
C21 -5.28928 2.23714 2.00808
C22 -3.93404 2.33934 2.29468
C23 -3.04349 1.48549 1.68510
Br1 -1.20338 1.65161 2.12343
C24 -3.38721 0.47820 0.75557
O4 -2.44548 -0.33709 0.28332
C25 -4.76521 0.40787 0.43062
C26 -5.65009 1.27387 1.08178
C27 -5.41973 -0.53637 -0.59094
C28 -4.45018 -1.42615 -1.36046
C29 -6.17743 0.29865 -1.63650
C30 -6.40921 -1.45940 0.13606
H21 -8.40052 3.56673 2.78225
H22 -8.03050 1.86676 2.51123
H23 -7.86484 3.03516 1.19251
H24 -6.90079 3.64282 4.71972
H25 -5.19609 3.22112 4.58845
H26 -6.42255 1.95468 4.49924
H27 -6.65254 5.30093 2.82928
H28 -6.01642 4.78497 1.26221
H29 -4.94665 4.89504 2.66085
H30 -3.56894 3.07885 2.99519
H31 -6.69636 1.17618 0.83533
H32 -3.69176 -0.83379 -1.87483
H33 -5.01242 -1.99604 -2.10329
H34 -3.94990 -2.13018 -0.70067
H35 -5.49005 0.95642 -2.17173
H36 -6.95782 0.91844 -1.19789
H37 -6.65141 -0.36187 -2.36476
H38 -5.89366 -2.06292 0.88635
H39 -6.88354 -2.13920 -0.57419
H40 -7.19684 -0.90150 0.64166
S1 1.84826 0.38768 2.71905
C31 1.00193 0.59398 4.17035
N1 1.15770 1.64378 4.98856
C32 0.18604 1.63934 6.07647
C33 -0.38215 0.20774 5.99264
N2 0.10943 -0.24165 4.69717
H41 1.66648 2.45255 4.67830
H42 -0.58838 2.39018 5.90620
H43 0.66484 1.83515 7.03369
H44 -1.47088 0.19799 6.02467
H45 0.00113 -0.42824 6.79265
H46 -0.11497 -1.12072 4.25819
N3 -2.05433 -2.21106 2.21661
C34 -2.24908 -3.16202 3.13859
C35 -1.00136 -3.62116 3.51529
C36 -0.09985 -2.88364 2.73866
N4 -0.75312 -2.02303 1.95908
H47 -2.69029 -1.64470 1.65550
H48 -3.24040 -3.44529 3.44706
H49 -0.78145 -4.39547 4.22783
H50 0.97654 -2.92471 2.69600



4.
C12H19AuCl2N3O | ωB97M-V with the def2-TZVPD basis set

- Total charge: -1
- Energy above the lowest of the compared OMol25 structures with the same formula, charge and spin: 0.000 eV
- LUMO (spin up / spin down): 3.03 / 2.61 eV
- 2S+1: 3
- HOMO level (spin up / spin down): -0.79 / -4.31 eV
- E: -1764.17230 a.u.

Geometry (Å):
Au1 -0.17291 -1.34730 -0.57049
Cl1 -0.95744 1.45072 1.69947
Cl2 0.82758 -2.35847 -2.48049
C1 -1.80971 -1.83921 0.23843
H1 -2.40221 -2.48838 -0.41389
H2 -1.79831 -2.00593 1.31263
C2 -1.28575 0.97562 -0.00703
C3 -2.12875 -0.25962 -0.12828
H3 -0.28663 0.87357 -0.49981
C4 -3.34395 -0.00895 0.82017
H4 -2.51637 -0.25643 -1.15563
C5 -4.17246 1.10622 0.22922
H5 -3.85896 -0.95899 0.93711
H6 -2.95332 0.30264 1.79631
C6 -3.37022 2.34854 -0.17125
H7 -4.66726 0.70937 -0.65833
H8 -4.96144 1.37384 0.92899
C7 -2.06808 1.99492 -0.87137
H9 -3.94646 2.97886 -0.85013
H10 -3.10768 2.91932 0.72140
H11 -2.30748 1.52411 -1.84658
H12 -1.41733 2.84633 -1.06865
C8 4.21462 -1.77602 2.18536
N1 3.65910 -1.08091 1.02101
C9 4.41071 -0.29590 0.19509
C10 3.87023 0.34969 -0.88666
C11 2.50200 0.09534 -1.15579
N2 1.78636 -0.65168 -0.31598
C12 2.29052 -1.20862 0.84587
O1 1.58735 -1.81296 1.66052
N3 1.84659 0.57000 -2.24954
H13 5.30970 -1.69800 2.12479
H14 3.88273 -2.82898 2.15641
H15 3.82731 -1.30051 3.10505
H16 5.46696 -0.23820 0.48591
H17 4.44434 0.97664 -1.55483
H18 2.38657 1.12405 -2.88735
H19 1.22003 -0.10471 -2.69167



- The highest E belongs to which entry?
  H41O21



- total charge of number 3 (C36H50BrGdIN4O4S)?
  +1